(1)
Density functional theory data (ωB97M-V with the def2-TZVPD basis set) for a cluster of 9 separate species, C30H64N4O12S in total in a non-equilibrium geometry.

XYZ file:
```
111
Properties=species:S:1:pos:R:3:forces:R:3
O -0.295637 1.818692 1.048849 -0.2386 0.5501 -0.2150
S 0.044671 0.450746 1.094832 -0.3630 -1.2920 -1.3548
O 0.444590 -0.166273 2.293911 0.2742 -0.0912 0.1983
O -1.108363 -0.468445 0.415948 -0.4062 0.7169 0.7775
C -1.084166 -0.327982 -1.003439 0.2296 -0.8471 -0.2958
C 0.376513 0.046535 -1.347694 -0.7752 1.5142 -0.0220
O 1.049366 0.084188 -0.090102 0.9776 -0.1174 0.5271
H -1.340072 -1.316788 -1.391439 -0.0123 0.0659 -0.0346
H -1.820132 0.382990 -1.369228 0.0711 0.2371 0.1788
H 0.390873 1.067518 -1.736310 0.0709 -0.1559 -0.2959
H 0.862615 -0.610565 -2.058353 0.2328 -0.2491 0.3332
C -2.393901 -4.232570 0.041138 -1.0765 -1.4256 0.7266
N -2.833900 -3.006195 0.672795 0.6094 -0.3799 -1.0777
C -3.540198 -3.090508 1.829136 0.1149 0.5143 0.5297
C -3.815831 -1.787211 2.546535 0.0421 0.2444 -0.4037
O -3.926779 -4.161849 2.249809 -0.0086 -0.3445 0.0643
H -3.259141 -4.886500 -0.123406 -0.0842 0.3216 -0.3811
H -1.856622 -4.864483 0.756209 0.4499 0.3017 -0.1132
H -1.850593 -4.145390 -0.892876 0.0947 0.5382 0.0600
H -2.416931 -2.165086 0.319730 -0.2087 0.2699 0.6289
H -3.817324 -1.883656 3.628915 -0.0944 -0.3325 -0.0002
H -4.808663 -1.464259 2.224611 0.0375 0.1506 0.1355
H -3.088354 -1.014013 2.287898 -0.0999 -0.0125 -0.1289
C 1.135382 1.325516 -7.324282 0.5603 0.1846 -0.1251
N 0.769840 0.166286 -6.536684 -0.2535 0.2141 -0.2669
C 0.132260 0.283156 -5.349496 0.4118 -0.0151 0.6360
C -0.384557 -1.017706 -4.789060 -0.3413 -0.6590 -0.0009
O 0.049833 1.338284 -4.740616 -0.3594 -0.0271 -0.0909
H 0.759011 2.224114 -6.846027 -0.1056 -0.0672 0.0984
H 0.740386 1.267232 -8.338374 -0.1090 -0.1040 0.0540
H 2.221433 1.426435 -7.394618 -0.0371 -0.0088 0.0143
H 0.894817 -0.743302 -6.944818 -0.1700 -0.0312 0.0240
H -0.937484 -0.920582 -3.857692 0.1213 0.4812 0.0147
H 0.432151 -1.719990 -4.603083 0.0252 0.0218 -0.1677
H -1.086493 -1.482587 -5.485845 0.1755 -0.0626 -0.1020
C 1.843637 -5.372904 4.881755 -0.4528 -0.5640 0.5006
N 1.116280 -4.892195 3.736360 0.0517 -0.0930 -0.0975
C 0.644680 -3.633428 3.676751 -0.1664 0.8276 -0.5652
C -0.051501 -3.219191 2.399419 0.2045 -1.3759 -0.2515
O 0.778622 -2.818244 4.579579 0.3025 -0.2572 0.3380
H 2.580365 -6.113052 4.576437 0.3297 0.3342 -0.0528
H 1.187998 -5.907710 5.580303 -0.0782 0.1884 -0.0171
H 2.246472 -4.514941 5.410399 0.3255 -0.0994 -0.0649
H 0.886260 -5.540682 3.005338 -0.0270 0.0995 -0.0773
H 0.596741 -2.622005 1.763178 -0.0263 0.4788 0.3871
H -0.989645 -2.743784 2.659596 0.0885 0.3343 -0.1307
H -0.252102 -4.104049 1.789633 -0.2446 0.0003 0.1233
C -2.540962 -3.645687 6.332275 -0.2359 -0.2552 -0.2144
N -1.766324 -2.502285 5.928856 0.0572 0.3783 -0.1195
C -2.310925 -1.264601 5.885451 -0.0445 0.1503 0.4696
C -1.434507 -0.182023 5.304871 -0.3394 0.3354 -0.7195
O -3.432655 -1.022802 6.313669 -0.0040 -0.1813 -0.2368
H -3.415856 -3.750177 5.684963 -0.0426 0.0150 0.1012
H -2.892227 -3.578490 7.361413 0.0706 0.0446 0.0428
H -1.939451 -4.544111 6.201370 0.0659 0.0248 0.1200
H -0.807415 -2.608907 5.631521 -0.0304 -0.0592 -0.0935
H -2.065345 0.477579 4.700545 -0.1385 -0.1296 0.1155
H -0.674628 -0.566814 4.624695 0.2771 -0.0120 0.3902
H -1.034660 0.467846 6.080534 0.2555 -0.2425 0.1145
C -5.031385 1.322860 -4.438430 -0.6197 -0.4557 -0.0466
C -3.599962 1.004837 -3.997307 0.4587 -0.1271 -0.6254
C -3.073294 2.361563 -3.471664 1.4064 -1.2155 -0.0853
O -4.172186 3.199413 -3.299761 -0.2883 0.2616 0.2793
C -5.151100 2.837814 -4.260435 0.0106 0.0633 -0.2127
H -5.801316 0.788139 -3.877483 0.1885 0.1718 0.3583
H -5.232484 1.017455 -5.467213 0.2446 0.1573 -0.0671
H -3.051375 0.648176 -4.875423 0.2160 0.3724 0.0574
H -3.442420 0.191615 -3.284965 -0.6360 0.1369 0.2583
H -2.269231 2.716589 -4.133742 -0.5575 0.4744 -0.3076
H -2.520568 2.221357 -2.536991 -0.4639 0.2216 0.3035
H -4.953093 3.391007 -5.186331 0.0161 -0.1791 -0.1121
H -6.139091 3.132337 -3.911507 0.0921 0.1142 0.1943
C 3.743522 -2.070090 0.502296 -0.3834 0.8972 -0.2919
C 3.998140 -1.559506 1.933769 0.4989 -0.0150 -0.0854
C 5.529100 -1.308890 1.961603 -0.9453 -0.0246 0.2563
O 6.100821 -2.025592 0.897077 0.0642 -0.2685 -0.0880
C 5.130690 -2.269498 -0.133272 0.0723 -0.1446 1.2859
H 3.184245 -1.278033 -0.002760 0.1340 -0.1243 -0.2621
H 3.123299 -2.960258 0.401951 0.1067 -0.1272 0.3825
H 3.686259 -2.260516 2.706885 0.0802 -0.1073 -0.0606
H 3.498557 -0.613815 2.140009 -0.2628 -0.1221 -0.0857
H 5.903492 -1.679790 2.915496 0.4724 0.1488 -0.1273
H 5.738776 -0.240371 1.847006 0.0786 0.0149 0.1373
H 5.274708 -3.323456 -0.362351 0.0490 0.1440 -0.7555
H 5.316472 -1.570941 -0.948397 -0.0228 -0.2772 -0.3075
C 3.592043 1.551517 -2.317379 0.2368 -2.0004 -0.1992
C 4.731398 2.426769 -1.853779 -0.4665 1.0064 0.2516
C 4.091811 3.766664 -2.244973 -0.2837 -0.4809 0.1635
O 3.731603 3.531321 -3.604077 0.1698 0.4109 -0.3614
C 3.101147 2.263694 -3.606767 -0.7095 -0.7099 0.9402
H 2.835644 1.353006 -1.553359 -0.1539 0.8715 0.0238
H 3.898080 0.510851 -2.511312 0.2853 0.2693 -0.3441
H 5.611413 2.268089 -2.475035 0.1435 0.0260 0.1305
H 4.984771 2.391533 -0.795097 -0.0370 -0.2681 -0.0085
H 4.675695 4.668143 -2.083398 0.2170 -0.0068 -0.5742
H 3.149206 3.884381 -1.689348 0.1694 0.1146 0.2801
H 3.319314 1.661123 -4.489096 0.4129 0.4119 -0.1972
H 2.008379 2.340068 -3.574944 0.0430 0.3476 -0.0768
C 0.053111 5.197384 2.200285 0.8993 -0.7491 -0.5881
C -1.410058 5.124026 1.784315 0.0256 -0.3341 -0.7195
C -1.330584 5.782013 0.408659 -0.3418 0.8163 0.3232
O -0.468755 6.903704 0.646280 -0.0027 -0.2708 -0.5902
C 0.593711 6.437493 1.443163 0.0655 0.3356 1.5736
H 0.564158 4.315144 1.793558 -0.2457 -0.0143 -0.1209
H 0.306693 5.120982 3.256739 -0.3593 0.5796 0.1316
H -2.122658 5.717622 2.353076 0.2239 -0.0847 0.4351
H -1.738010 4.086713 1.718914 -0.1798 0.0557 0.1311
H -2.282072 6.218960 0.105388 -0.0048 -0.2089 -0.1870
H -0.946126 5.137256 -0.388814 0.1030 -0.0832 0.1001
H 0.836113 7.205721 2.186322 -0.0294 0.1987 -0.2777
H 1.511957 6.260334 0.876820 -0.1441 -0.2688 -0.2187
```
Positions in Å, forces in eV/Å.

Values from the calculation:
LUMO level: -0.1977 eV
HOMO level: -8.942 eV
Orbital gap: 8.7 eV
ΔE to the lowest compared entry with this formula, charge and spin: 7.2 kJ/mol

(2)
Density functional theory data (ωB97M-V with the def2-TZVPD basis set) for the molecule C2H5N3O2 in a non-equilibrium geometry.

XYZ file:
```
12
Properties=species:S:1:pos:R:3:forces:R:3
H 2.600419 0.765749 -0.929043 0.9622 1.7023 -0.9196
N 2.397371 -0.009833 -0.367569 -3.5794 1.1033 0.4806
C 1.139319 0.114668 0.022643 1.0392 -1.5650 0.2249
N 0.725198 -0.981752 0.702685 0.9358 -4.6513 1.7219
O 0.237605 1.251887 -0.019702 -0.1938 -0.4650 0.3130
C -1.148031 1.145417 0.205937 -0.6225 -2.6189 -0.1431
N -1.888397 0.111305 -0.067647 1.2223 1.3263 1.1403
O -1.296815 -1.162664 -0.455682 -2.2740 2.0875 -0.9065
H -0.176184 -1.588203 0.766667 2.0306 2.8447 -0.4069
H 1.527638 -1.725482 0.584771 -1.9601 2.2954 0.4984
H -1.873610 1.899294 0.750189 2.5313 -0.7001 -1.4224
H -2.191510 -1.463695 -0.613282 -0.0916 -1.3592 -0.5807
```
Positions in Å, forces in eV/Å.

Values from the calculation:
LUMO level: 0.6333 eV
HOMO level: -8.841 eV
Orbital gap: 9.5 eV
ΔE to the lowest compared entry with this formula, charge and spin: 560.9 kJ/mol